The following is a DFT calculation (ωB97M-V/def2-TZVPD) of C3H9NO2S in the gas phase in a non-equilibrium geometry.

```
16
Properties=species:S:1:pos:R:3
C -1.55 0.87 1.11
C -0.41 -0.14 0.76
C 0.99 0.62 0.96
N -0.60 -0.65 -0.55
S 0.48 -1.21 -1.41
O 1.92 -1.04 -1.12
O 0.22 -0.80 -2.92
H -2.42 0.24 1.16
H -1.29 1.31 2.01
H -1.81 1.68 0.40
H -0.26 -1.01 1.49
H 1.32 0.90 -0.05
H 1.78 0.12 1.47
H 0.81 1.47 1.58
H 0.42 -2.55 -1.89
H 0.40 0.20 -3.00
```

- Total energy: -723.01562 Ha
- 2S+1: 1
- LUMO energy: 0.0227 Ha
- Frontier orbital gap: 0.3813 Eh
- HOMO: -9.76 eV
- SMILES: CC(C)N=[S@H](=O)O

These are the Mulliken partial charges, in e, on atoms 1 to 4: -1.3576, 0.6795, -1.2258, -0.4258

***

The following is a DFT calculation (ωB97M-V/def2-TZVPD) of a molecular structure, C19H31N3PPd.

```
55
Properties=species:S:1:pos:R:3
Pd -0.43 0.49 0.43
N 1.98 0.14 0.20
C 3.10 0.82 0.88
C 3.32 0.31 2.31
C 2.45 0.94 3.40
C 0.97 1.11 3.08
N 0.30 -0.15 2.69
H 2.13 -0.86 0.25
H 2.01 0.39 -0.78
H 2.91 1.90 0.88
H 4.02 0.66 0.32
H 4.36 0.50 2.57
H 3.22 -0.78 2.30
H 2.85 1.94 3.63
H 2.56 0.34 4.31
H 0.87 1.84 2.27
H 0.47 1.53 3.95
H -0.30 -0.48 3.44
H 0.99 -0.87 2.56
C -3.17 4.99 1.99
C -2.59 5.45 0.82
C -1.67 4.67 0.14
C -1.34 3.39 0.61
C -1.95 2.93 1.79
C -2.84 3.73 2.47
N -0.48 2.57 -0.10
C 0.58 3.07 -0.80
C 1.29 4.22 -0.39
C 2.39 4.65 -1.11
C 2.80 3.97 -2.25
C 2.09 2.85 -2.68
C 1.00 2.40 -1.97
H -3.89 5.60 2.51
H -2.85 6.43 0.43
H -1.23 5.03 -0.79
H -1.69 1.94 2.16
H -3.29 3.37 3.39
H 0.99 4.73 0.52
H 2.93 5.53 -0.78
H 3.66 4.32 -2.80
H 2.40 2.34 -3.58
H 0.41 1.56 -2.31
C -2.81 -1.67 -1.43
P -2.56 -0.31 -0.24
C -3.55 -0.87 1.20
C -3.63 0.99 -0.94
H -3.87 -1.92 -1.49
H -2.25 -2.56 -1.12
H -2.45 -1.37 -2.41
H -4.58 -1.05 0.92
H -3.51 -0.12 1.98
H -3.12 -1.80 1.59
H -4.60 0.58 -1.22
H -3.15 1.42 -1.83
H -3.77 1.79 -0.22
```

- Total energy: -1375.88937 Ha
- 2S+1: 3
- LUMO energy (alpha / beta): -0.0705 / -0.1706 Ha
- Net charge: +1
- Frontier orbital gap (alpha / beta): 0.3202 / 0.2406 Eh
- HOMO (alpha / beta): -10.63 / -11.19 eV

These are the Mulliken partial charges, in e, on atoms 1 to 4: -0.0453, -0.3371, -0.5198, -0.7756

***

The following is a DFT calculation (ωB97M-V/def2-TZVPD) of a molecular structure, C45H30Br2ClFeN11O12 in a non-equilibrium geometry.

```
102
Properties=species:S:1:pos:R:3
Fe -1.58 0.63 -0.91
Br -6.20 -1.66 -1.87
C -5.95 0.21 -1.82
C -7.00 1.06 -2.15
C -6.83 2.42 -2.06
Br -8.30 3.54 -2.51
C -5.61 3.00 -1.65
C -5.37 4.37 -1.47
C -4.13 4.79 -1.06
C -3.12 3.84 -0.84
N -3.32 2.55 -0.98
C -4.53 2.11 -1.36
C -4.69 0.67 -1.42
O -3.75 -0.10 -1.08
H -7.94 0.64 -2.48
H -6.16 5.08 -1.65
H -3.93 5.84 -0.89
H -2.13 4.14 -0.53
C 0.67 1.62 4.52
N 0.26 1.82 3.15
C -0.65 1.16 2.43
N -0.73 1.68 1.23
C 0.19 2.66 1.24
N 0.80 2.78 2.40
C 1.88 0.73 4.62
C 3.11 1.21 5.05
C 4.19 0.36 5.16
C 4.08 -0.98 4.82
C 2.85 -1.46 4.36
C 1.76 -0.60 4.28
C 2.73 -2.81 3.86
N 3.50 -3.84 4.04
N 3.01 -4.84 3.31
C 1.94 -4.39 2.71
O 1.69 -3.11 3.04
C 1.06 -5.09 1.79
C 1.50 -6.23 1.12
C 0.65 -6.86 0.24
C -0.63 -6.36 0.02
C -1.08 -5.24 0.70
C -2.50 -4.75 0.51
N -2.62 -3.35 0.78
C -1.94 -2.35 0.20
N -2.21 -1.21 0.80
C -3.09 -1.57 1.76
N -3.35 -2.85 1.79
C -0.22 -4.60 1.58
H -0.17 1.17 5.06
H 0.88 2.61 4.94
H -1.24 0.35 2.79
H 0.41 3.28 0.40
H 3.23 2.26 5.29
H 5.15 0.74 5.50
H 4.92 -1.65 4.88
H 0.81 -0.99 3.92
H 2.50 -6.59 1.29
H 0.97 -7.75 -0.29
H -1.28 -6.85 -0.69
H -3.17 -5.25 1.21
H -2.84 -4.96 -0.51
H -1.29 -2.49 -0.64
H -3.53 -0.88 2.45
H -0.55 -3.73 2.13
O -0.60 -2.02 -4.16
C -0.52 -1.55 -3.04
O -1.29 -0.70 -2.52
C 0.60 -2.12 -2.13
C 1.19 -3.28 -2.54
C 2.23 -3.88 -1.80
C 2.71 -3.23 -0.67
C 2.14 -2.05 -0.24
C 0.99 -1.46 -0.91
O 0.40 -0.47 -0.41
N 2.69 -1.44 0.92
O 3.75 -1.88 1.34
O 2.10 -0.52 1.46
N 2.75 -5.13 -2.18
O 3.63 -5.63 -1.49
O 2.29 -5.68 -3.17
H 0.86 -3.74 -3.46
H 3.55 -3.66 -0.12
C 2.17 6.29 -0.93
C 2.07 5.83 -2.35
C 2.03 6.72 -3.40
C 1.92 6.25 -4.70
Cl 1.85 7.40 -6.00
C 1.85 4.90 -4.97
C 1.90 3.99 -3.92
C 2.03 4.45 -2.61
O 2.13 3.65 -1.52
C 2.19 2.26 -1.70
C 0.87 1.63 -2.29
O 1.02 0.78 -3.15
O -0.20 2.09 -1.80
H 2.13 7.37 -0.86
H 3.10 5.93 -0.49
H 1.36 5.85 -0.35
H 2.09 7.78 -3.21
H 1.75 4.55 -5.98
H 1.81 2.94 -4.14
H 2.35 1.83 -0.71
H 3.01 1.98 -2.37
```

- Total energy: -10109.98897 Ha
- 2S+1: 6
- LUMO energy (alpha / beta): 0.0624 / -0.0078 Ha
- Net charge: -1
- Frontier orbital gap (alpha / beta): 0.2697 / 0.1979 Eh
- HOMO (alpha / beta): -5.64 / -5.60 eV

These are the Mulliken partial charges, in e, on atoms 1 to 4: 2.7445, -0.2028, -0.2343, -0.4479